This record from the Open Molecules 2025 dataset describes a cluster of 2 separate species, C2H3F3O2P in total in a non-equilibrium geometry. The level of theory is ωB97M-V with the def2-TZVPD basis set.

Each line ends with the natural charge from an NBO analysis.
Element x y z (Å)
C 0.020 -0.058 0.026  -1.001
C 0.630 -0.413 -2.929  0.607
O 1.461 -2.456 -0.641  -1.122
O 2.831 -0.200 -0.600  -1.117
F 1.576 -0.497 -3.875  -0.385
F -0.428 -1.113 -3.411  -0.397
F 0.177 0.857 -2.984  -0.400
P 1.587 -0.976 -0.653  2.116
H 0.296 0.984 -0.156  0.246
H -0.788 -0.549 -0.482  0.240
H -0.204 -0.464 1.121  0.212

Atoms 1-6, force components in eV/Å:
C 1.91 -2.62 2.05
C 1.03 -0.82 2.80
O 0.08 0.61 0.44
O 0.31 0.40 0.35
F 0.69 -0.07 -0.93
F -0.49 -0.82 -0.18

Calculated values
* total energy: -869.53775 Ha
* net charge: -1
* LUMO: 0.151 hartree
* ΔE to the lowest compared entry with this formula, charge and spin: 0.0 kJ/mol
* HOMO: -4.39 eV

This record from the Open Molecules 2025 dataset describes a cluster of 2 separate species, C4H7O2S in total in a non-equilibrium geometry. The level of theory is ωB97M-V with the def2-TZVPD basis set.

Each line ends with the natural charge from an NBO analysis.
Element x y z (Å)
C 2.614 -0.598 0.180  1.052
C -0.456 -0.574 -1.203  -0.655
C -1.315 0.124 0.988  -0.649
C -0.128 0.244 0.042  -0.524
O 2.988 0.497 0.226  -0.536
O 2.353 -1.751 0.066  -0.576
S -0.007 2.063 -0.261  -0.228
H -1.583 -0.493 -1.606  0.100
H -0.227 -1.615 -1.026  0.199
H 0.043 -0.145 -2.069  0.195
H -1.559 -0.903 1.134  0.178
H -2.271 0.562 0.564  0.133
H -1.179 0.566 2.028  0.175
H 0.726 2.022 0.938  0.137

Atoms 1-6, force components in eV/Å:
C -1.66 -1.64 -0.55
C -1.81 1.65 -0.61
C -0.33 0.88 0.74
C -0.86 -0.38 -0.05
O 0.58 -0.05 0.23
O 0.91 1.72 0.35

Calculated values
* total energy: -705.25852 Ha
* net charge: -1
* LUMO: 0.135 hartree
* ΔE to the lowest compared entry with this formula, charge and spin: 215.0 kJ/mol
* HOMO: -1.67 eV